[1]
{
  "formula": "C2H14O6",
  "method": "ωB97M-V/def2-TZVPD",
  "species": ["C", "C", "O", "H", "H", "H", "H", "H", "H", "O", "H", "H", "O", "H", "H", "O", "H", "H", "O", "H", "H", "O"],
  "positions_angstrom": [[0.661076, -1.983960, 0.978169], [1.151193, -1.065076, 0.143553], [0.254306, -0.936090, -0.925331], [1.182760, -2.075266, 1.913639], [-0.185728, -2.572117, 0.706205], [2.013008, -0.430504, -0.002921], [0.436597, -0.164936, -1.475941], [0.257642, 2.964002, -1.865887], [-0.962623, 1.925978, -2.039893], [-0.047792, 2.067960, -1.721122], [-1.699619, -0.144167, -2.699631], [-2.999160, 0.258391, -2.109611], [-2.194282, 0.653906, -2.465407], [-3.376939, -0.894317, -0.168863], [-1.928366, -1.096403, 0.457015], [-2.444005, -1.013675, -0.368118], [-0.341695, -0.195188, 1.841436], [-0.103417, 0.835191, 3.081859], [0.057878, -0.027139, 2.691298], [2.619475, 0.897998, 2.323599], [3.355500, 0.983366, 0.999937], [3.236107, 1.451579, 1.831434]],
  "forces_ev_per_angstrom": [[2.70, 0.90, 0.80], [-3.11, -1.00, -2.14], [0.87, 0.43, -0.61], [-0.11, -0.67, 0.23], [-0.44, -0.13, -0.04], [0.16, -0.18, 0.99], [0.16, 0.25, 0.21], [-0.31, 0.08, -0.18], [0.44, 0.28, 0.16], [0.09, -0.51, 0.13], [0.14, 0.24, 0.13], [0.21, 0.38, 0.16], [-0.36, -0.36, -0.73], [0.12, -0.15, 0.63], [-0.67, 0.07, -0.61], [0.11, -0.27, 0.28], [-0.15, 0.69, -0.24], [-0.51, 0.09, -0.58], [0.72, -0.15, 1.38], [-0.11, 0.00, 0.02], [0.08, 0.09, 0.03], [-0.02, -0.08, 0.00]],
  "mulliken_charge": [-1.081, 0.375, -0.398, 0.255, 0.421, 0.113, 0.264, 0.290, 0.385, -0.634, 0.302, 0.301, -0.669, 0.288, 0.272, -0.558, 0.385, 0.290, -0.614, 0.333, 0.321, -0.638],
  "molar_mass_g_mol": 134.1,
  "smiles": "C=CO.O.O.O.O.O",
  "orbital_gap_ha": 0.343,
  "max_force_ev_per_a": 3.91,
  "multiplicity": 1,
  "lumo_ha": 0.0129,
  "e_tot_ha": -535.9684
}

---

[2]
{
  "formula": "C34H42CaF12N2O35S4",
  "method": "ωB97M-V/def2-TZVPD",
  "species": ["Ca", "C", "F", "F", "F", "S", "O", "O", "N", "S", "O", "O", "C", "F", "F", "F", "C", "F", "F", "F", "S", "O", "O", "N", "S", "O", "O", "C", "F", "F", "F", "C", "C", "O", "C", "O", "O", "H", "H", "H", "H", "C", "C", "O", "C", "O", "O", "H", "H", "H", "H", "C", "C", "O", "C", "O", "O", "H", "H", "H", "H", "C", "C", "O", "C", "O", "O", "H", "H", "H", "H", "C", "C", "O", "C", "O", "O", "H", "H", "H", "H", "C", "C", "O", "C", "O", "O", "H", "H", "H", "H", "C", "C", "C", "O", "C", "O", "O", "H", "H", "H", "H", "H", "H", "C", "C", "C", "O", "C", "O", "O", "H", "H", "H", "H", "H", "H", "C", "C", "C", "O", "C", "O", "O", "H", "H", "H", "H", "H", "H"],
  "positions_angstrom": [[-1.978336, 2.679180, -0.053892], [-2.426236, 5.950690, -2.787172], [-1.768576, 6.406680, -1.746792], [-3.293876, 6.821440, -3.213232], [-1.488746, 5.743760, -3.799482], [-3.315886, 4.271500, -2.374802], [-4.510666, 4.198180, -3.209222], [-2.482176, 3.089950, -2.737512], [-3.488686, 4.117430, -0.696042], [-4.785846, 5.013030, -0.363692], [-4.657286, 5.486300, 1.036648], [-5.136956, 6.044000, -1.375362], [-6.250616, 3.748100, -0.345952], [-6.231906, 3.141060, 0.880038], [-7.463686, 4.319080, -0.443402], [-6.120876, 2.754570, -1.308662], [-1.072036, -1.593290, 1.449008], [-2.251766, -1.750650, 2.058048], [-0.203636, -2.461110, 2.038588], [-1.222646, -1.796260, 0.141538], [-0.408826, 0.232250, 1.710078], [-1.376376, 0.914990, 2.510228], [0.938944, 0.105790, 2.282038], [-0.465126, 1.057900, 0.159788], [0.916644, 0.452590, -0.457752], [2.038634, 1.451910, -0.341372], [1.263144, -0.938610, -0.190802], [0.437374, 0.363160, -2.355072], [-0.356366, 1.406660, -2.550472], [1.435254, 0.575320, -3.148992], [-0.258706, -0.776600, -2.619882], [1.957544, -1.590830, -5.927282], [1.827014, -1.803160, -7.422582], [2.823044, -1.079990, -7.976662], [3.799564, -0.798110, -7.084652], [4.886954, -0.373980, -7.352612], [3.157904, -0.812120, -5.885652], [1.977434, -2.498610, -5.324262], [1.173444, -0.937970, -5.543812], [0.925884, -1.387410, -7.873372], [1.743464, -2.870840, -7.625472], [-4.860256, -0.112710, 3.547938], [-4.701696, 1.034600, 4.536448], [-4.458726, 2.141440, 3.723588], [-4.120276, 1.816060, 2.477738], [-3.604466, 2.489920, 1.619528], [-4.285246, 0.440680, 2.350098], [-5.860886, -0.494320, 3.344938], [-4.267206, -1.021640, 3.649128], [-3.752246, 0.957180, 5.066218], [-5.468846, 1.108640, 5.307238], [-4.782016, -4.792440, 3.562428], [-3.369146, -4.457850, 3.475298], [-2.732266, -5.723800, 3.236758], [-3.646166, -6.538620, 2.834318], [-3.434866, -7.750090, 2.420878], [-4.850756, -5.998540, 2.915068], [-5.364406, -4.025320, 3.052088], [-5.061076, -4.960850, 4.602558], [-3.113976, -3.902210, 4.377658], [-3.106076, -3.882600, 2.587618], [-0.266546, 1.524160, 5.589968], [-0.776016, 2.889700, 5.201308], [-1.769276, 3.093700, 6.214218], [-1.956946, 1.946530, 6.897548], [-2.838666, 1.835400, 7.760038], [-1.227146, 1.016780, 6.424848], [0.703114, 1.626510, 6.077208], [-0.125426, 0.866820, 4.732008], [-1.250286, 2.795980, 4.224378], [0.033104, 3.619810, 5.182418], [-3.911176, 0.531160, -5.462802], [-2.660816, 0.448630, -4.636592], [-1.709706, -0.179630, -5.509532], [-2.187606, -0.095000, -6.752012], [-1.507236, -0.377180, -7.726752], [-3.442686, 0.400330, -6.783902], [-4.405086, 1.487050, -5.288392], [-4.525716, -0.328740, -5.196292], [-2.810646, -0.097420, -3.705212], [-2.290736, 1.416790, -4.299252], [3.537254, 4.286630, 2.165388], [2.698674, 2.982890, 2.126818], [2.460204, 2.779980, 3.556918], [2.760834, 3.789530, 4.265348], [2.461964, 3.922880, 5.480298], [3.169984, 4.717140, 3.475988], [3.112204, 4.857700, 1.339978], [4.585944, 4.016260, 2.041908], [3.293974, 2.128300, 1.805248], [1.920784, 3.238950, 1.407498], [3.894074, -0.531880, 2.598728], [3.667384, -2.091430, 2.685998], [4.877884, -2.872440, 1.993598], [5.587194, -3.480530, 3.013338], [4.908334, -3.306100, 4.170488], [5.440474, -3.610510, 5.262098], [3.893604, -2.455050, 4.057058], [3.462434, -0.226110, 1.645688], [4.967244, -0.376790, 2.709798], [3.438474, 0.019460, 3.421258], [2.776404, -2.476500, 2.190038], [5.454704, -2.222240, 1.335868], [4.376464, -3.550150, 1.302668], [4.377664, -0.775040, -2.056752], [5.316384, 0.468660, -2.240972], [4.960034, 1.482350, -3.368372], [5.077444, 2.738250, -2.728402], [4.873654, 2.588390, -1.452692], [4.547664, 3.499030, -0.655892], [5.056314, 1.326770, -1.141342], [4.637434, -1.216270, -1.094492], [4.310614, -1.621260, -2.740502], [3.336034, -0.457140, -2.011552], [6.357664, 0.148800, -2.201692], [3.939394, 1.338170, -3.722762], [5.565744, 1.373670, -4.268042], [0.101364, -5.577610, -1.124952], [0.722654, -4.198220, -1.192472], [1.918884, -3.894300, -0.375822], [2.931284, -3.479930, -1.250712], [2.545124, -3.785470, -2.504552], [3.365744, -3.819670, -3.411612], [1.239164, -4.085970, -2.489732], [-0.441586, -5.815920, -2.039572], [-0.607216, -5.687590, -0.304032], [0.775834, -6.433860, -1.118302], [-0.031526, -3.429720, -1.023002], [2.068504, -4.722630, 0.316698], [1.788984, -3.128350, 0.388738]],
  "forces_ev_per_angstrom": [[-0.26, -0.25, 0.33], [1.38, -0.23, -1.69], [-0.06, -0.16, 0.51], [-0.06, -0.25, 0.06], [-1.67, -0.26, 1.59], [-1.29, -3.29, -3.06], [1.40, 1.09, 1.56], [0.89, 1.80, 2.07], [-1.09, 1.98, -3.45], [-2.41, 4.25, 3.08], [-0.34, -1.57, -3.01], [1.12, -2.67, 2.03], [-0.65, -1.32, 0.37], [0.21, 0.37, -1.27], [1.61, -0.25, -0.42], [-0.12, 1.76, 1.51], [0.68, 0.05, 0.46], [0.53, 0.41, -0.36], [-0.98, 1.12, -1.22], [-0.08, -0.39, 0.82], [1.78, 0.25, 1.13], [-0.80, 0.19, -0.13], [-2.60, 0.22, -1.36], [1.69, -3.61, 2.63], [4.93, 1.41, -3.31], [-3.42, -2.46, -0.50], [-0.94, 1.23, 0.23], [-0.98, 0.20, 1.67], [-1.33, 0.59, 0.06], [1.13, -1.07, -0.39], [1.09, 1.07, 0.15], [-0.52, 1.18, -0.02], [-3.44, -0.95, 0.35], [3.09, -0.14, -2.15], [-1.04, 1.42, -0.26], [-0.94, -0.71, 0.74], [1.77, -0.53, 1.50], [0.56, 0.06, -0.08], [-0.09, -0.08, 0.05], [-0.39, -0.02, 0.52], [0.96, -0.16, -0.51], [0.33, -0.70, -0.97], [1.38, -1.85, 1.08], [-0.42, 2.64, -1.91], [0.02, -3.29, 1.51], [-0.24, 0.08, 0.28], [-0.18, 2.13, -0.94], [-0.30, 0.66, -0.01], [0.18, 0.21, 1.00], [-0.10, -0.55, 0.39], [-0.28, 0.63, -0.61], [-1.14, 0.89, 0.76], [1.72, 1.29, -0.57], [1.66, 1.29, 1.39], [0.24, -7.86, -2.54], [-0.97, 6.06, 1.93], [-1.41, -1.69, -1.39], [-0.46, -0.22, 0.28], [-0.44, 0.33, 0.03], [0.98, -0.48, -0.03], [-0.20, 0.30, 0.17], [2.62, 0.33, -1.67], [-0.14, -0.63, -0.38], [0.24, 0.90, 0.06], [-4.64, 2.18, 2.62], [2.38, 0.03, -2.05], [0.48, -3.26, 0.63], [-0.05, -0.21, 0.35], [-0.09, 0.00, 0.13], [-0.29, 0.49, -0.02], [-0.38, 0.21, 0.33], [-0.22, -0.15, 0.93], [0.62, 0.53, 1.06], [-0.43, 0.02, 0.93], [1.83, -0.24, -2.70], [-1.72, 0.43, 1.78], [0.39, -0.15, -0.59], [-0.25, -0.20, -0.35], [-0.48, 0.19, -0.33], [0.15, -0.52, -0.25], [0.16, 0.08, -0.51], [-0.94, -2.31, -0.18], [2.19, 0.35, 0.38], [-1.85, -4.38, -2.30], [-2.28, 1.65, 4.66], [1.40, -0.50, -3.58], [2.28, 4.33, -0.70], [0.72, 0.91, 0.63], [0.06, 0.80, 0.26], [-0.48, 0.11, -0.21], [-1.08, -0.97, 0.99], [-0.51, -1.68, 0.13], [2.84, 1.32, -0.40], [-2.42, 1.12, -1.54], [-0.46, -0.51, 0.20], [4.03, 0.45, 4.51], [-2.55, 0.29, -3.62], [-1.39, -0.87, -0.36], [0.42, 0.40, -0.03], [0.01, 0.17, -0.44], [-0.39, -0.23, -0.09], [-0.49, 0.29, 0.95], [0.50, 0.09, 0.53], [0.47, -0.78, 0.13], [-0.05, 0.60, 0.31], [-1.36, -0.58, -1.06], [0.19, -1.80, -0.65], [0.05, 1.23, -1.97], [-1.07, 2.57, 2.90], [1.12, -2.81, -2.23], [-0.06, -0.88, 2.60], [-0.09, 0.07, 0.11], [0.99, 0.39, -0.60], [0.13, 0.37, 0.30], [0.06, 0.25, -0.17], [-0.21, 0.06, 0.28], [0.36, 0.47, 0.30], [-0.52, -0.75, 0.07], [-1.20, -0.30, -0.24], [-0.17, 0.38, 3.26], [0.38, -0.59, 0.32], [2.26, -0.40, -0.92], [-2.62, 0.30, 1.26], [0.66, 0.42, -2.69], [-0.34, 0.65, -0.08], [0.11, 0.05, 0.14], [0.63, 0.36, 0.51], [-0.15, -0.05, -0.38], [1.31, -0.80, -0.68], [-0.38, 0.58, -0.58]],
  "mulliken_charge": [2.242, 0.678, -0.213, -0.138, -0.207, 0.543, -0.508, -0.444, -0.572, 0.850, -0.594, -0.546, 0.658, -0.210, -0.202, -0.199, 0.426, -0.076, -0.183, -0.113, -0.177, -0.203, -0.082, 1.591, -1.971, 0.085, 0.264, 0.142, -0.129, -0.103, -0.180, 0.633, -0.185, -0.396, 0.551, -0.543, -0.149, -0.067, -0.239, 0.176, 0.248, 0.052, -0.094, -0.238, 0.241, -0.576, -0.162, 0.248, -0.086, 0.013, 0.383, -0.319, 0.211, -0.332, 0.614, -0.630, -0.324, 0.271, 0.317, 0.388, -0.194, 0.218, 0.499, -0.392, 0.568, -0.629, -0.353, 0.280, -0.180, -0.166, 0.155, -0.297, 0.032, -0.127, 0.507, -0.572, -0.348, 0.320, 0.257, 0.273, -0.098, -0.382, 0.619, -0.130, 0.505, -0.668, -0.372, 0.425, 0.288, -0.206, -0.161, -0.952, 1.248, -0.279, -0.348, 0.441, -0.596, -0.420, -0.211, 0.592, 0.379, -0.431, 0.246, 0.272, -0.786, 0.228, -0.145, -0.347, 0.630, -0.615, -0.259, 0.005, 0.657, -0.126, 0.324, -0.054, 0.368, -1.792, 1.227, 0.902, -0.206, 0.696, -0.621, -0.438, 0.414, 0.413, 0.393, -0.349, 0.390, -0.953],
  "molar_mass_g_mol": 1435.0,
  "orbital_gap_ha": 0.325,
  "max_force_ev_per_a": 8.27,
  "multiplicity": 1,
  "lumo_ha": -0.0689,
  "e_tot_ha": -7532.3654
}

---

[3]
{
  "formula": "C2H15N2O4",
  "method": "ωB97M-V/def2-TZVPD",
  "species": ["C", "C", "N", "N", "H", "H", "H", "H", "H", "H", "H", "H", "H", "O", "H", "H", "O", "H", "H", "O", "H", "H", "O"],
  "positions_angstrom": [[1.530483, -0.348298, 1.672527], [1.479653, 0.765328, 0.935687], [0.205126, 1.378934, 0.545511], [2.684746, -0.974262, 2.013015], [0.643836, -0.907202, 1.945350], [2.364151, 1.213790, 0.511548], [-0.044756, 1.114839, -0.413896], [-0.558276, 1.068384, 1.156800], [0.302011, 2.390279, 0.517825], [3.559560, -0.491632, 1.913669], [2.663521, -1.714078, 2.688911], [-0.022679, -1.608596, -0.505056], [-0.626275, -2.298140, -1.731991], [-0.622892, -2.316421, -0.769296], [0.769637, -0.239013, -3.305717], [-0.610709, 0.491606, -2.907269], [0.143946, -0.022994, -2.597665], [-2.281795, 0.733237, -0.889268], [-2.466500, 1.831021, -1.953404], [-1.794009, 1.401233, -1.407785], [-2.953306, -0.194757, 1.354024], [-2.200461, -1.090876, 0.435545], [-2.165013, -0.182383, 0.790936]],
  "forces_ev_per_angstrom": [[0.25, -0.32, -0.27], [0.14, -0.10, 0.12], [0.68, -0.47, -0.32], [-0.09, 0.05, 0.03], [-0.24, 0.26, 0.22], [-0.09, 0.23, 0.03], [-0.28, -0.01, -0.20], [-0.07, 0.22, -0.24], [-0.30, 0.15, 0.34], [0.09, -0.01, -0.01], [-0.02, -0.05, 0.02], [0.09, -0.15, -0.38], [0.08, 0.17, 0.00], [-0.26, 0.12, 0.49], [-0.55, 0.35, 0.04], [0.28, -0.08, -0.22], [0.56, -0.37, 0.35], [0.21, 0.27, -0.02], [0.17, 0.08, 0.11], [-0.67, 0.01, -0.20], [0.13, 0.41, 0.10], [0.62, 0.07, -0.20], [-0.72, -0.83, 0.18]],
  "mulliken_charge": [0.050, -0.518, -0.037, -0.419, 0.317, 0.308, 0.147, 0.333, 0.388, 0.207, 0.225, 0.273, 0.344, -0.650, 0.286, 0.324, -0.582, 0.369, 0.313, -0.680, 0.284, 0.317, -0.597],
  "molar_mass_g_mol": 131.2,
  "orbital_gap_ha": 0.354,
  "total_charge": 1,
  "max_force_ev_per_a": 1.11,
  "multiplicity": 1,
  "lumo_ha": -0.1040,
  "e_tot_ha": -495.4412
}

---

[4]
{
  "formula": "C6H8N2O",
  "method": "ωB97M-V/def2-TZVPD",
  "species": ["C", "C", "C", "C", "C", "C", "N", "N", "O", "H", "H", "H", "H", "H", "H", "H", "H"],
  "positions_angstrom": [[-1.124698, -1.500679, 0.071211], [-1.115434, -0.568633, 1.160494], [-0.709788, -1.101634, -1.186490], [1.277634, -0.274017, 0.898530], [-0.063396, 0.239046, 1.386324], [-0.153936, 1.198630, -1.136565], [-0.799163, 0.188055, -1.580296], [2.370792, 0.384132, 1.032372], [-0.714776, 2.379673, -1.418700], [-1.289837, -2.508566, 0.190959], [-1.935200, -0.639562, 1.790432], [-0.679920, -1.778445, -2.056868], [1.195324, -1.214567, 0.243476], [-0.164192, 1.036003, 2.078898], [0.890531, 1.135491, -0.622300], [3.157631, -0.136368, 0.635960], [-0.141572, 3.161442, -1.487439]],
  "forces_ev_per_angstrom": [[1.85, 1.64, -1.88], [0.97, -0.77, -0.92], [-1.46, -0.71, 0.59], [-0.15, 0.51, -0.96], [1.03, -1.64, -0.51], [1.02, -1.03, -0.33], [1.22, 1.62, 0.03], [-0.55, -0.50, 0.17], [-0.07, 0.94, -0.21], [-0.75, -2.12, 0.44], [-1.64, 0.57, 1.25], [-0.03, -0.05, 0.73], [0.24, 1.10, 1.42], [0.46, 0.52, 0.72], [-2.12, 0.61, -1.03], [-0.21, 0.05, 0.12], [0.18, -0.74, 0.38]],
  "mulliken_charge": [-0.674, -0.048, -0.197, 0.086, -0.806, 0.322, -0.431, -0.696, -0.487, 0.387, 0.499, 0.370, 0.326, 0.417, 0.306, 0.256, 0.371],
  "molar_mass_g_mol": 124.1,
  "smiles": "[H]/N=C/C=C\\C=C/N=C/O",
  "orbital_gap_ha": 0.315,
  "max_force_ev_per_a": 3.11,
  "multiplicity": 1,
  "lumo_ha": 0.0143,
  "e_tot_ha": -418.0648
}